Here is C5H19N2O4 as an isolated structure in a non-equilibrium geometry from OMol25. Energies are from wB97M-V/def2-TZVPD.

```
30
Properties=species:S:1:pos:R:3:nbo_charge:R:1
N -0.66 -2.22 -0.34 -0.89
C -0.46 -1.02 0.60 -0.05
C -1.69 -0.11 0.26 -0.48
C -1.86 0.25 -1.30 -0.04
O -0.59 0.49 -1.82 -0.91
C 0.93 -0.51 0.32 -0.31
N 1.47 0.34 1.41 -0.63
C 2.95 0.56 1.04 -0.43
H -1.50 -2.70 -0.42 0.36
H -0.39 -1.89 -1.22 0.37
H -0.51 -1.48 1.64 0.20
H -1.74 0.87 0.90 0.26
H -2.70 -0.54 0.32 0.18
H -2.48 1.13 -1.37 0.15
H -2.44 -0.61 -1.74 0.11
H 1.50 -1.35 -0.14 0.20
H 0.90 0.12 -0.57 0.25
H 1.07 1.23 1.43 0.36
H 3.36 1.60 1.47 0.18
H 3.09 0.73 -0.03 0.18
H 3.46 -0.36 1.37 0.19
H -0.12 3.29 -2.21 0.44
H -0.18 1.65 -1.80 0.49
O 0.00 2.77 -1.52 -1.10
H -0.79 3.33 0.96 0.45
H -0.87 2.42 -0.20 0.52
O -1.40 2.70 0.66 -1.01
H 1.39 -2.86 1.18 0.46
H 0.53 -3.58 0.29 0.49
O 1.17 -3.82 1.07 -1.00
```

The value obtained for the LUMO energy is 3.637 eV. The value obtained for the max |F| is 0.1240 hartree/bohr. The calculation puts the HOMO energy at -4.26 eV. The energy above the lowest of the compared OMol25 structures with the same formula, charge and spin comes out at 272.38 kJ/mol. Its total charge is -1. The value obtained for the gap between HOMO and LUMO is 7.90 eV.

Here is C4H6F6NO6S2Tl as an isolated structure in a non-equilibrium geometry from OMol25. Energies are from wB97M-V/def2-TZVPD.

```
26
Properties=species:S:1:pos:R:3:nbo_charge:R:1
Tl 1.54 3.81 0.37 0.99
C -0.87 -1.06 4.07 0.88
F -1.72 -0.15 4.44 -0.27
F 0.33 -0.95 4.69 -0.25
F -1.40 -2.21 4.45 -0.24
S -0.69 -1.06 2.10 2.02
O 0.69 -1.03 1.87 -0.78
O -1.37 -2.29 1.67 -0.70
N -1.34 0.50 1.50 -0.82
S -2.92 0.37 1.53 2.03
O -3.47 -0.74 2.36 -0.69
O -3.60 1.70 1.60 -0.70
C -3.17 -0.15 -0.29 0.85
F -3.19 0.93 -1.03 -0.24
F -2.19 -0.97 -0.66 -0.28
F -4.30 -0.83 -0.49 -0.23
C 3.59 0.47 -2.90 -0.09
C 2.11 0.11 -3.08 -0.09
O 1.37 1.29 -3.00 -0.65
O 3.91 0.90 -1.58 -0.64
H 3.82 1.35 -3.50 0.23
H 4.15 -0.42 -3.17 0.22
H 1.84 -0.55 -2.26 0.20
H 1.95 -0.48 -3.98 0.22
H 0.63 1.29 -3.61 0.50
H 4.31 0.15 -1.13 0.49
```

The value obtained for the LUMO energy is -13.954 eV. The value obtained for the max |F| is 0.1081 hartree/bohr. The calculation puts the HOMO energy at -16.15 eV. The energy above the lowest of the compared OMol25 structures with the same formula, charge and spin comes out at 25.05 kJ/mol. Its total charge is +2. The value obtained for the gap between HOMO and LUMO is 2.19 eV.

Here is an isolated ion of composition C3H10N2 and charge +1 in a non-equilibrium geometry from OMol25. Energies are from wB97M-V/def2-TZVPD.

```
15
Properties=species:S:1:pos:R:3:lowdin_spin:R:1
N -1.56 0.38 1.99 0.48
C -1.27 0.15 0.51 0.07
C 0.25 0.02 0.30 0.01
C 0.58 0.04 -1.29 0.03
N 2.08 -0.39 -1.43 0.30
H -1.35 -0.54 2.53 0.01
H -2.57 0.58 1.89 0.01
H -1.98 -0.62 0.05 0.04
H -1.41 1.00 -0.11 0.01
H 0.58 -0.90 0.71 0.00
H 0.84 0.85 0.85 0.00
H -0.11 -0.66 -1.81 0.02
H 0.47 1.07 -1.58 0.00
H 2.27 -0.55 -2.49 0.01
H 2.22 -1.31 -1.00 0.01
```

The value obtained for the LUMO energy (spin up / spin down) is -3.056 / -9.778 eV. The value obtained for the max |F| is 0.0918 hartree/bohr. The calculation puts the HOMO energy (spin up / spin down) at -15.51 / -13.08 eV. The energy above the lowest of the compared OMol25 structures with the same formula, charge and spin comes out at 222.78 kJ/mol. The expectation value of S² is 0.758. Its multiplicity is 2. Its total charge is +1. The value obtained for the gap between HOMO and LUMO (spin up / spin down) is 12.46 / 3.31 eV.